Here is C17H8Br2N3O5Pd as an isolated structure at a distorted geometry from OMol25. Energies are from ωB97M-V/def2-TZVPD.

Last column: Löwdin charge in e.
Positions of all 36 atoms, in Å:
Pd: 0.46 -0.84 0.17  1.00
O: 2.59 -0.65 -0.30  -0.08
C: 3.29 0.37 -0.20  -0.19
C: 2.88 1.74 -0.26  -0.12
C: 3.87 2.72 -0.17  0.05
C: 3.55 4.06 -0.14  -0.18
C: 2.20 4.47 -0.14  0.00
C: 1.21 3.54 -0.24  0.00
C: 1.49 2.14 -0.35  -0.36
O: 0.53 1.33 -0.52  -0.11
N: 4.59 5.02 -0.09  -0.38
O: 4.28 6.21 -0.07  0.04
O: 5.75 4.62 -0.09  0.04
H: 4.37 0.24 -0.02  0.13
H: 4.92 2.44 -0.12  0.12
H: 1.98 5.52 -0.06  0.11
H: 0.17 3.83 -0.26  0.11
Br: -0.25 -6.07 -0.29  0.74
C: -1.55 -4.69 -0.21  -0.61
C: -2.90 -5.02 -0.17  -0.19
C: -3.85 -4.03 -0.13  -0.63
Br: -5.69 -4.54 -0.07  0.71
C: -3.50 -2.67 -0.13  -0.20
C: -4.41 -1.60 -0.10  -0.03
C: -3.94 -0.31 -0.11  -0.05
C: -2.56 -0.08 -0.14  -0.11
N: -1.69 -1.07 -0.18  0.02
C: -2.11 -2.35 -0.18  -0.14
C: -1.08 -3.37 -0.22  -0.44
O: 0.15 -3.06 -0.26  -0.15
H: -3.18 -6.07 -0.17  0.09
H: -5.47 -1.81 -0.10  0.07
H: -4.62 0.53 -0.10  0.10
H: -2.15 0.92 -0.14  0.11
N: 0.27 -0.71 3.36  -0.08
C: 0.39 -0.75 2.22  -0.40

Charge: -1
Gap between HOMO and LUMO (alpha / beta) in Ha: 0.2550 / 0.2419
Spin multiplicity: 3
E_LUMO (alpha / beta) in eV: 1.9 / 1.5
Highest occupied orbital energy (alpha / beta) in eV: -5.0 / -5.1
Electronic energy in eV: -176030.554

---

Here is C17H8BrF6NPdS as an isolated structure from OMol25. Energies are from ωB97M-V/def2-TZVPD.

Last column: Löwdin charge in e.
Positions of all 35 atoms, in Å:
Pd: 0.20 -0.84 -0.65  0.06
F: -2.59 -3.66 5.44  0.06
C: -2.42 -3.28 4.15  -0.17
C: -1.93 -2.02 3.85  -0.16
F: -1.65 -1.17 4.87  0.08
C: -1.76 -1.62 2.54  -0.26
F: -1.33 -0.37 2.35  0.05
C: -2.04 -2.45 1.44  -0.60
S: -1.84 -1.99 -0.22  0.46
C: -2.55 -3.71 1.80  -0.26
F: -2.87 -4.61 0.85  0.04
C: -2.73 -4.12 3.11  -0.17
F: -3.20 -5.36 3.38  0.07
F: 5.59 1.79 -2.62  -0.04
C: 4.42 1.19 -2.20  -0.33
C: 3.31 1.24 -3.01  -0.08
C: 2.13 0.63 -2.57  -0.19
C: 1.99 -0.04 -1.33  -0.31
C: 3.19 -0.05 -0.58  -0.18
C: 4.38 0.55 -0.98  -0.08
H: 3.36 1.75 -3.97  0.09
H: 1.27 0.69 -3.23  0.06
H: 3.19 -0.55 0.38  0.06
H: 5.27 0.52 -0.36  0.09
Br: -3.94 1.89 -1.97  0.65
C: -2.17 2.23 -1.37  -0.68
C: -1.31 2.98 -2.15  -0.14
C: -0.03 3.19 -1.66  -0.09
C: 0.31 2.64 -0.44  -0.18
N: -0.51 1.91 0.30  0.06
C: -1.74 1.70 -0.17  -0.24
H: -1.63 3.37 -3.11  0.09
H: 0.70 3.75 -2.23  0.10
H: 1.32 2.75 -0.05  0.10
H: -2.39 1.06 0.42  0.07

Charge: -2
Gap between HOMO and LUMO in Ha: 0.1330
Spin multiplicity: 1
E_LUMO in eV: 4.4
Highest occupied orbital energy in eV: 0.8
Relative energy (zero: lowest compared OMol25 entry of this formula, charge and spin) in kJ/mol: 0.0
Electronic energy in eV: -119909.812

---

Here is a 2-piece molecular cluster, C17H9F3N3O4S overall at a distorted geometry from OMol25. Energies are from ωB97M-V/def2-TZVPD.

Last column: Löwdin charge in e.
Positions of all 37 atoms, in Å:
C: 1.70 -0.17 -0.85  -0.18
C: 2.12 -1.42 -1.33  -0.32
N: 2.56 -2.50 -1.56  0.06
C: 1.64 0.99 -1.71  -0.26
C: 1.61 2.21 -0.97  -0.06
C: 1.99 3.42 -1.58  0.00
C: 2.00 3.47 -2.99  -0.22
N: 1.75 4.73 -3.62  -0.35
O: 1.52 4.77 -4.86  -0.01
O: 1.71 5.76 -2.91  -0.01
C: 2.03 2.29 -3.78  0.00
C: 1.70 1.05 -3.14  -0.02
H: 2.33 0.14 0.02  0.10
H: 1.39 2.15 0.12  0.07
H: 2.17 4.34 -1.02  0.11
H: 2.23 2.45 -4.87  0.12
H: 1.54 0.13 -3.71  0.10
F: -5.78 -3.91 3.34  0.07
C: -4.70 -3.21 2.88  -0.78
F: -5.00 -1.86 2.88  0.05
F: -3.70 -3.36 3.80  0.07
S: -4.17 -3.69 1.22  1.14
N: -2.75 -2.71 1.44  -0.26
C: -1.60 -3.14 2.14  -0.38
O: -1.45 -4.21 2.71  0.09
C: -0.64 -1.98 1.98  -0.08
C: -1.22 -1.06 1.11  -0.08
C: -0.57 0.13 0.80  0.00
C: 0.58 0.50 1.56  -0.11
C: 1.24 -0.47 2.34  -0.07
C: 0.64 -1.74 2.53  0.01
C: -2.61 -1.52 0.70  -0.40
O: -3.42 -1.04 -0.06  0.10
H: -0.96 0.71 -0.06  0.14
H: 0.76 1.62 1.70  0.13
H: 2.25 -0.31 2.69  0.11
H: 1.11 -2.59 3.08  0.13

Charge: -1
Gap between HOMO and LUMO in Ha: 0.1987
Spin multiplicity: 1
E_LUMO in eV: 1.6
Highest occupied orbital energy in eV: -3.8
Relative energy (zero: lowest compared OMol25 entry of this formula, charge and spin) in kJ/mol: 21.4
Electronic energy in eV: -49419.873

---

Here is C18H10Cl5MnN3O6 as an isolated structure from OMol25. Energies are from ωB97M-V/def2-TZVPD.

Last column: Löwdin charge in e.
Positions of all 43 atoms, in Å:
Mn: 0.15 0.62 -0.24  0.68
O: 4.67 1.39 4.02  0.12
C: 3.79 1.22 3.22  -0.25
C: 3.86 0.41 1.93  -0.32
O: 4.84 -0.20 1.54  0.05
C: 2.55 0.55 1.36  -0.18
C: 1.63 1.30 2.10  -0.31
O: 0.44 1.52 1.79  -0.02
C: 2.34 1.77 3.35  -0.24
O: 1.92 2.42 4.27  0.12
O: 2.16 -0.02 0.19  -0.11
Cl: -7.55 0.74 -0.54  0.60
C: -5.83 0.50 -0.55  -0.73
C: -4.97 1.46 -0.01  -0.70
Cl: -5.65 2.89 0.71  0.63
C: -3.60 1.29 -0.03  -0.60
Cl: -2.56 2.45 0.69  0.75
C: -2.98 0.15 -0.62  -0.48
O: -1.73 -0.02 -0.68  -0.16
C: -3.89 -0.83 -1.12  -0.60
Cl: -3.19 -2.26 -1.80  0.68
C: -5.27 -0.65 -1.10  -0.71
Cl: -6.31 -1.88 -1.75  0.62
N: 1.45 6.76 -1.00  0.04
C: 1.16 5.72 -1.42  -0.46
N: 0.81 4.62 -2.03  0.04
C: 0.63 3.44 -1.55  -0.34
N: 0.44 2.32 -1.29  0.08
C: 2.83 -2.65 -0.52  -0.06
C: 1.35 -2.25 -0.54  -0.62
C: 0.93 -1.96 -1.98  -0.06
C: 0.51 -3.41 0.01  -0.07
C: 1.04 -1.06 0.36  -0.19
H: 2.97 -3.59 -1.06  0.07
H: 3.20 -2.76 0.50  0.08
H: 3.44 -1.88 -1.00  0.08
H: 1.32 -2.72 -2.66  0.08
H: 1.32 -1.00 -2.31  0.08
H: -0.16 -1.92 -2.08  0.05
H: 0.58 -4.28 -0.65  0.08
H: -0.55 -3.12 0.08  0.07
H: 0.85 -3.69 1.01  0.08
H: 1.03 -1.38 1.41  0.11

Charge: -2
Gap between HOMO and LUMO (alpha / beta) in Ha: 0.2466 / 0.1929
Spin multiplicity: 4
E_LUMO (alpha / beta) in eV: 3.8 / 3.8
Highest occupied orbital energy (alpha / beta) in eV: -2.9 / -1.4
Electronic energy in eV: -129516.982

---

Here is C18H10ClF7NO3RuTe as an isolated structure from OMol25. Energies are from ωB97M-V/def2-TZVPD.

Last column: Löwdin charge in e.
Positions of all 42 atoms, in Å:
Ru: 0.02 0.18 -0.16  1.47
F: 4.49 2.72 -1.50  0.10
C: 3.18 2.79 -1.27  -0.25
C: 2.50 1.64 -0.92  0.00
C: 1.14 1.73 -0.67  -0.20
C: 0.46 2.96 -0.79  -0.11
C: 1.20 4.08 -1.15  -0.20
F: 0.60 5.27 -1.27  0.09
C: 2.56 4.02 -1.39  0.10
C: -0.98 2.92 -0.53  -0.17
C: -1.88 3.97 -0.56  0.03
C: -3.22 3.73 -0.29  -0.01
C: -3.65 2.45 0.02  -0.03
C: -2.71 1.44 0.04  -0.09
N: -1.42 1.67 -0.23  -0.05
H: 3.03 0.70 -0.83  0.12
H: 3.11 4.90 -1.66  0.15
H: -1.54 4.97 -0.80  0.12
H: -3.92 4.55 -0.31  0.13
H: -4.68 2.23 0.24  0.12
H: -2.97 0.42 0.27  0.11
Cl: 0.25 -6.96 0.26  0.83
C: -0.27 -5.35 0.13  -0.61
C: -1.38 -4.91 0.88  -0.05
C: -1.78 -3.61 0.77  0.05
C: -1.08 -2.67 -0.07  -0.33
O: -1.46 -1.48 -0.10  -0.07
C: 0.04 -3.17 -0.86  -0.09
C: 0.78 -2.34 -1.83  -0.14
O: 0.73 -1.13 -1.93  -0.01
C: 0.41 -4.48 -0.75  -0.01
H: -1.88 -5.60 1.54  0.13
H: -2.61 -3.23 1.34  0.14
H: 1.43 -2.91 -2.51  0.15
H: 1.23 -4.87 -1.34  0.13
F: 0.52 0.64 2.59  -0.39
Te: 1.51 -0.95 2.57  1.80
F: -0.11 -1.88 2.53  -0.35
F: 2.39 -2.57 2.63  -0.33
F: 1.34 -0.97 4.39  -0.32
F: 3.11 -0.07 2.79  -0.32
O: 1.54 -0.85 0.73  -0.64

Charge: +1
Gap between HOMO and LUMO (alpha / beta) in Ha: 0.2852 / 0.1956
Spin multiplicity: 5
E_LUMO (alpha / beta) in eV: -4.1 / -6.6
Highest occupied orbital energy (alpha / beta) in eV: -11.9 / -11.9
Relative energy (zero: lowest compared OMol25 entry of this formula, charge and spin) in kJ/mol: 34.7
Electronic energy in eV: -67873.419

---

Here is C18H10N3O2RuS5Se as an isolated structure at a distorted geometry from OMol25. Energies are from ωB97M-V/def2-TZVPD.

Last column: Löwdin charge in e.
Positions of all 40 atoms, in Å:
Ru: 0.63 0.55 0.29  0.96
O: 2.14 0.05 -0.91  -0.27
C: 1.92 -0.13 -2.20  -0.38
C: 2.95 0.23 -3.09  -0.01
C: 2.80 0.09 -4.45  -0.09
C: 1.62 -0.44 -4.99  -0.10
C: 0.62 -0.82 -4.13  -0.06
C: 0.73 -0.67 -2.74  -0.17
C: -0.32 -1.19 -1.90  -0.07
N: -0.46 -0.86 -0.67  -0.14
N: -1.33 -1.57 0.13  0.09
C: -0.84 -1.54 1.35  -0.49
O: 0.32 -1.07 1.66  -0.16
C: -1.70 -2.07 2.44  -0.15
C: -1.32 -1.84 3.76  -0.02
C: -2.14 -2.26 4.80  -0.08
C: -3.32 -2.93 4.52  -0.10
C: -3.70 -3.16 3.21  -0.09
C: -2.89 -2.73 2.17  -0.03
H: 3.86 0.63 -2.66  0.12
H: 3.61 0.39 -5.11  0.10
H: 1.51 -0.54 -6.06  0.09
H: -0.30 -1.25 -4.53  0.11
H: -0.98 -1.96 -2.29  0.13
H: -0.40 -1.31 3.94  0.12
H: -1.85 -2.07 5.82  0.10
H: -3.97 -3.25 5.34  0.09
H: -4.63 -3.67 2.99  0.10
H: -3.18 -2.89 1.14  0.10
S: 3.54 7.05 -1.14  0.51
C: 2.84 5.61 -0.79  -1.52
S: 3.26 4.67 0.60  0.89
C: 2.16 3.33 0.33  -1.14
C: 1.35 3.44 -0.80  -1.11
S: 0.17 2.34 -1.27  0.74
S: 1.58 4.91 -1.73  0.89
S: 2.11 2.07 1.43  0.67
Se: -3.52 2.03 2.47  0.42
C: -1.95 1.57 1.77  -0.92
N: -0.92 1.26 1.33  -0.15

Charge: -1
Gap between HOMO and LUMO (alpha / beta) in Ha: 0.1708 / 0.1736
Spin multiplicity: 1
E_LUMO (alpha / beta) in eV: 0.1 / 0.1
Highest occupied orbital energy (alpha / beta) in eV: -4.6 / -4.6
Electronic energy in eV: -149500.979

---

Here is C18H11Br2N4NdO2S4 as an isolated structure at a distorted geometry from OMol25. Energies are from ωB97M-V/def2-TZVPD.

Last column: Löwdin charge in e.
Positions of all 42 atoms, in Å:
Nd: 1.69 -0.20 0.52  1.37
N: 5.40 -2.08 -0.93  0.03
C: 4.02 -2.04 -0.77  -0.99
S: 3.41 -2.54 0.77  0.42
N: 3.35 -1.66 -1.82  -0.04
N: 2.02 -1.44 -1.56  -0.18
C: 1.18 -1.55 -2.53  -0.09
C: -0.24 -1.29 -2.38  -0.15
C: -1.01 -1.15 -3.53  -0.08
C: -2.37 -0.89 -3.49  -0.14
C: -2.98 -0.78 -2.24  -0.12
C: -2.26 -0.94 -1.08  -0.03
C: -0.87 -1.19 -1.10  -0.38
O: -0.22 -1.32 0.01  -0.25
H: 5.88 -1.98 -0.04  0.06
H: 5.70 -1.39 -1.61  0.07
H: 1.55 -1.85 -3.52  0.12
H: -0.51 -1.24 -4.49  0.10
H: -2.93 -0.76 -4.40  0.08
H: -4.04 -0.55 -2.18  0.09
H: -2.74 -0.84 -0.11  0.11
S: 6.07 1.05 2.21  0.27
C: 4.47 1.03 1.71  -1.93
S: 3.22 0.61 2.83  0.25
S: 4.07 1.28 0.05  0.29
Br: -1.42 3.14 -2.15  0.75
C: -1.77 2.46 -0.42  -0.61
C: -3.05 2.62 0.11  -0.19
C: -3.35 2.10 1.34  -0.64
Br: -5.12 2.34 2.02  0.69
C: -2.39 1.40 2.10  -0.20
C: -2.62 0.83 3.37  -0.04
C: -1.60 0.18 4.01  -0.05
C: -0.35 0.07 3.38  -0.13
N: -0.11 0.58 2.19  0.01
C: -1.09 1.25 1.54  -0.15
C: -0.74 1.78 0.24  -0.45
O: 0.42 1.60 -0.25  -0.22
H: -3.80 3.14 -0.46  0.09
H: -3.60 0.93 3.83  0.07
H: -1.75 -0.26 4.98  0.10
H: 0.48 -0.44 3.85  0.10

Charge: -2
Gap between HOMO and LUMO (alpha / beta) in Ha: 0.1793 / 0.1792
Spin multiplicity: 4
E_LUMO (alpha / beta) in eV: 3.7 / 3.7
Highest occupied orbital energy (alpha / beta) in eV: -1.2 / -1.2
Relative energy (zero: lowest compared OMol25 entry of this formula, charge and spin) in kJ/mol: 48.5
Electronic energy in eV: -227609.705

---

Here is one molecule with the formula C18H11BrN6O7 at a distorted geometry from OMol25. Energies are from ωB97M-V/def2-TZVPD.

Last column: Löwdin charge in e.
Positions of all 43 atoms, in Å:
O: 1.32 -1.34 2.21  0.09
O: 3.01 1.01 -0.60  0.08
O: -2.96 -1.71 -4.14  0.07
O: 0.94 0.47 4.58  0.12
O: -3.28 -1.85 -1.96  0.11
O: 0.72 -1.09 6.06  0.09
Br: -8.17 2.21 -3.01  0.77
N: -5.47 1.92 -2.39  0.03
N: -4.17 1.68 -2.70  0.11
O: -2.48 1.18 -4.37  0.04
C: 2.39 -0.76 2.32  -0.40
C: 2.33 0.27 0.09  -0.46
C: -6.37 1.86 -3.36  -0.80
C: -3.79 1.43 -3.97  -0.29
C: -6.07 1.64 -4.67  -0.12
C: -4.74 1.36 -5.01  0.05
C: 5.40 -1.53 4.45  -0.07
C: 4.89 -1.57 5.74  -0.05
C: -0.50 1.57 -3.14  0.03
C: 4.58 -1.29 3.36  -0.02
C: 0.42 1.30 -2.12  0.02
C: -0.72 -0.77 -1.67  0.10
C: 3.54 -1.23 5.96  0.01
C: -1.56 0.72 -3.42  -0.17
C: 3.21 -1.00 3.55  -0.03
C: 0.32 0.14 -1.38  -0.21
C: -1.67 -0.51 -2.70  -0.10
C: 2.69 -0.90 4.91  -0.08
N: 2.93 -0.03 1.31  0.20
N: 1.10 -0.20 -0.29  0.15
N: -2.70 -1.40 -2.94  -0.33
N: 1.36 -0.48 5.19  -0.35
H: -6.89 1.62 -5.44  0.12
H: -4.40 1.08 -6.00  0.12
H: 6.45 -1.76 4.37  0.11
H: 5.55 -1.75 6.59  0.11
H: -0.44 2.50 -3.69  0.13
H: 5.10 -1.35 2.39  0.13
H: 1.23 1.97 -1.89  0.11
H: -0.76 -1.74 -1.17  0.14
H: 3.17 -1.22 6.99  0.13
H: 3.80 0.41 1.52  0.15
H: 0.69 -0.86 0.40  0.14

Gap between HOMO and LUMO in Ha: 0.2945
Spin multiplicity: 1
E_LUMO in eV: -1.0
Highest occupied orbital energy in eV: -9.0
Relative energy (zero: lowest compared OMol25 entry of this formula, charge and spin) in kJ/mol: 13.5
Electronic energy in eV: -112153.226

---

- Which of these has the lowest electronic energy?
  C18H11Br2N4NdO2S4

---

- What is the spin multiplicity in the fourth record?
  4